{
  "formula": "C8H36N16O10",
  "method": "ωB97M-V/def2-TZVPD",
  "species": ["O", "H", "H", "O", "H", "H", "C", "O", "N", "N", "H", "H", "H", "H", "C", "O", "N", "N", "H", "H", "H", "H", "C", "O", "N", "N", "H", "H", "H", "H", "C", "O", "N", "N", "H", "H", "H", "H", "C", "O", "N", "N", "H", "H", "H", "H", "C", "O", "N", "N", "H", "H", "H", "H", "C", "O", "N", "N", "H", "H", "H", "H", "C", "O", "N", "N", "H", "H", "H", "H"],
  "coordinates": [[2.861, -1.511, 4.424], [2.319, -0.763, 4.713], [2.614, -2.246, 4.970], [5.613, 0.301, 4.559], [4.776, 0.469, 5.026], [5.615, -0.645, 4.530], [0.994, -1.542, -5.066], [1.729, -1.870, -4.171], [-0.174, -0.898, -4.701], [1.162, -1.863, -6.411], [-0.313, -0.496, -3.788], [-0.669, -0.391, -5.457], [0.414, -1.825, -7.050], [1.942, -2.326, -6.726], [4.705, 1.493, 0.350], [5.643, 2.279, 0.330], [4.664, 0.398, 1.159], [3.641, 1.635, -0.447], [3.814, -0.140, 1.263], [5.219, 0.335, 1.988], [3.931, 2.130, -1.258], [2.992, 0.865, -0.587], [-2.477, 1.680, 3.267], [-2.472, 0.900, 2.380], [-3.326, 1.580, 4.380], [-1.531, 2.684, 3.357], [-3.512, 2.438, 4.815], [-4.242, 1.228, 4.060], [-0.675, 2.529, 2.829], [-1.360, 3.013, 4.287], [-5.306, -0.569, -3.874], [-4.406, 0.129, -4.374], [-6.617, -0.259, -4.106], [-5.088, -1.770, -3.282], [-7.293, -0.909, -3.745], [-6.720, 0.753, -4.154], [-5.767, -2.287, -2.789], [-4.212, -1.960, -2.810], [2.660, 1.811, 4.195], [2.156, 0.966, 4.969], [2.236, 1.982, 2.920], [3.666, 2.566, 4.665], [2.721, 2.563, 2.302], [1.756, 1.201, 2.539], [3.778, 2.715, 5.634], [4.085, 3.257, 4.054], [1.357, -1.049, 0.391], [1.438, 0.137, 0.612], [1.886, -1.976, 1.188], [0.829, -1.462, -0.829], [1.757, -2.921, 1.064], [2.317, -1.694, 2.051], [1.272, -2.324, -1.215], [0.528, -0.787, -1.487], [-2.778, -2.609, -0.753], [-3.902, -3.064, -0.752], [-1.732, -3.067, -1.632], [-2.289, -1.811, 0.263], [-0.972, -2.406, -1.767], [-2.101, -3.567, -2.420], [-3.082, -1.433, 0.884], [-1.457, -1.286, 0.062], [-1.652, 1.120, -2.058], [-1.047, 0.143, -2.457], [-1.160, 1.835, -0.892], [-2.754, 1.588, -2.704], [-0.207, 1.541, -0.727], [-1.711, 1.971, -0.054], [-3.123, 0.936, -3.409], [-2.966, 2.557, -2.531]],
  "forces_ev_per_a": [[0.359, -0.137, -0.731], [-0.017, 0.500, 0.091], [-0.183, -0.560, 0.373], [-0.516, 0.677, 0.281], [0.326, 0.137, -0.309], [0.172, -0.997, -0.111], [-1.802, 0.189, 0.251], [1.886, -0.698, 0.495], [-0.405, 0.300, -3.377], [-1.362, 1.501, 1.703], [0.265, -0.143, 0.066], [0.376, -0.562, 0.926], [-0.839, 0.217, -0.394], [2.000, -1.156, -0.249], [1.514, -0.278, 1.136], [-0.122, -0.050, 0.157], [-0.498, -0.995, 0.626], [-1.335, -0.056, -1.043], [0.001, 0.356, -0.382], [0.616, 0.456, 0.195], [-0.278, 0.489, -0.745], [0.242, 0.388, 0.169], [1.126, 1.184, 2.222], [-0.546, -1.735, -2.368], [-1.127, -0.966, -1.550], [0.015, 0.081, -0.002], [0.035, 1.419, 0.857], [0.819, -0.212, 0.341], [-0.399, -0.056, 0.110], [0.160, 0.249, 0.270], [0.701, -0.249, -1.481], [-0.591, -0.389, 1.091], [0.655, 0.486, 0.160], [1.419, -0.131, 0.394], [-0.439, 0.640, 0.155], [-0.730, -0.718, -0.131], [-1.257, -0.111, 0.350], [0.203, 0.350, -0.591], [-0.808, -1.301, 1.403], [-0.050, 0.710, -0.834], [-0.351, -0.277, 1.532], [0.641, 1.382, -1.655], [0.789, 0.742, -1.041], [-0.388, -0.561, -0.657], [-0.067, -0.172, 0.869], [0.005, -0.179, 0.259], [-0.078, -0.569, -2.610], [-0.249, 2.064, 1.218], [0.521, 1.185, 0.855], [1.243, -2.875, 1.266], [-0.444, -2.164, -0.453], [-0.093, 0.128, 0.343], [-0.787, 1.203, 0.218], [-0.094, 0.936, -0.569], [2.677, -0.906, 0.396], [-0.514, 0.105, -0.591], [-1.719, 0.933, 1.248], [-2.695, 0.257, 0.508], [-0.327, -0.368, -0.266], [0.188, 0.086, -0.344], [2.230, -0.441, -1.366], [0.029, 0.358, 0.324], [-0.442, 1.728, 1.755], [0.477, -0.652, 0.314], [-0.336, -0.579, -2.101], [1.532, -0.474, 1.319], [-0.130, -0.099, 0.455], [-0.225, -0.197, -0.336], [-0.442, 0.856, -0.042], [-0.538, -0.276, -0.371]],
  "e_homo_ha": -0.348,
  "total_charge": 0,
  "homo_lumo_gap_ev": 9.8725,
  "de_lowest_kj_mol": 117.45,
  "smiles": "NC(N)=O.NC(N)=O.NC(N)=O.NC(N)=O.NC(N)=O.NC(N)=O.NC(N)=O.NC(N)=O.O.O",
  "e_tot_ev": -53205.3080,
  "lumo_ha": 0.0144
}

{
  "formula": "C8H4BrCl2NO3ScV",
  "method": "ωB97M-V/def2-TZVPD",
  "species": ["Sc", "V", "Cl", "Cl", "C", "C", "C", "O", "O", "O", "Br", "C", "C", "C", "C", "N", "C", "H", "H", "H", "H"],
  "coordinates": [[-2.244, -1.320, -2.495], [-0.106, -0.403, -0.699], [-0.721, -2.538, -0.945], [-2.017, 0.780, -1.330], [1.235, -0.214, -1.910], [-4.159, -1.851, -1.723], [-3.612, -1.416, -4.254], [2.142, -0.095, -2.653], [-5.244, -2.129, -1.383], [-4.504, -1.543, -4.985], [3.199, 3.685, 1.525], [2.296, 2.019, 1.731], [2.343, 1.344, 2.952], [1.669, 0.129, 3.092], [0.936, -0.366, 2.016], [0.903, 0.306, 0.826], [1.549, 1.509, 0.665], [2.881, 1.791, 3.775], [1.699, -0.440, 4.021], [0.327, -1.271, 2.069], [1.427, 2.022, -0.293]],
  "forces_ev_per_a": [[1.729, 0.283, -0.177], [-1.591, 1.368, 6.266], [-0.547, -0.222, -0.800], [0.093, -0.813, -0.586], [9.327, 1.114, -8.010], [-8.946, -2.405, 3.304], [-5.833, -0.823, -5.417], [-5.350, -0.671, 4.389], [6.656, 1.702, -2.035], [4.907, 0.748, 3.803], [-0.579, -1.067, 0.113], [0.183, 1.533, -1.308], [-0.302, -0.503, 0.001], [-0.353, -0.403, -0.378], [0.108, 0.036, 0.381], [-0.408, 0.287, -0.738], [0.283, -0.380, 0.673], [0.154, -0.066, 0.186], [-0.063, 0.162, -0.144], [0.318, 0.066, 0.185], [0.215, 0.053, 0.293]],
  "e_homo_ha": [-0.783, -0.789],
  "total_charge": 4,
  "homo_lumo_gap_ev": [2.7151, 3.1208],
  "spin_multiplicity": 3,
  "de_lowest_kj_mol": 161.83,
  "e_tot_ev": -157419.7861,
  "lumo_ha": [-0.6831, -0.6746]
}

{
  "formula": "C8H4Cl2N2O2",
  "method": "ωB97M-V/def2-TZVPD",
  "species": ["C", "C", "C", "C", "C", "C", "C", "C", "N", "N", "O", "O", "Cl", "Cl", "H", "H", "H", "H"],
  "coordinates": [[0.347, -1.954, 0.517], [0.283, 0.770, 2.897], [1.307, 0.825, -0.870], [1.377, 0.423, 0.381], [0.337, 0.357, -1.977], [-0.958, -0.212, -1.476], [0.418, -0.544, 0.886], [-1.342, -0.014, -0.072], [0.377, -3.030, 0.110], [0.314, 1.714, 3.521], [0.542, 0.508, -3.142], [0.164, -0.353, 2.259], [-2.387, -1.322, 0.440], [-1.855, 1.500, 0.443], [1.921, 1.661, -1.178], [2.100, 0.703, 1.234], [-1.738, 0.150, -2.168], [-1.208, -1.180, -1.806]],
  "forces_ev_per_a": [[1.215, 0.431, 0.337], [-0.266, -2.187, -2.090], [0.359, 1.086, -1.580], [1.004, -0.820, 1.443], [0.205, 0.147, 2.064], [-1.328, 1.263, -1.703], [-3.746, 0.824, -0.919], [2.418, -2.649, 1.582], [-0.114, 0.285, 0.130], [0.250, 2.103, 1.409], [0.495, 0.097, -0.400], [-0.194, -1.091, 0.779], [-0.781, 0.236, 0.288], [-0.046, 1.061, 0.324], [0.341, -0.184, -0.235], [-0.870, 0.275, -1.934], [0.057, 1.144, 0.331], [1.001, -2.019, 0.175]],
  "e_homo_ha": -0.366,
  "total_charge": 0,
  "homo_lumo_gap_ev": 8.7247,
  "de_lowest_kj_mol": 250.04,
  "e_tot_ev": -40476.1186,
  "lumo_ha": -0.0458
}

{
  "formula": "C8H4Cl6O9P2Ti",
  "method": "ωB97M-V/def2-TZVPD",
  "species": ["Ti", "Cl", "C", "C", "C", "Cl", "C", "Cl", "C", "Cl", "C", "Cl", "O", "P", "O", "O", "O", "P", "O", "O", "O", "H", "H", "Cl", "C", "C", "O", "O", "H", "H"],
  "coordinates": [[-0.177, -0.696, 0.096], [0.869, 1.768, -2.210], [-0.140, 2.345, -0.927], [-0.599, 1.441, 0.020], [-1.390, 1.954, 1.031], [-1.954, 0.827, 2.234], [-1.737, 3.296, 1.129], [-2.729, 3.869, 2.421], [-1.265, 4.176, 0.160], [-1.673, 5.852, 0.245], [-0.462, 3.700, -0.874], [0.129, 4.797, -2.070], [3.832, -0.051, 1.892], [2.717, -1.033, 1.307], [1.669, -0.141, 0.657], [3.301, -2.146, 0.523], [2.033, -1.620, 2.647], [0.772, -2.650, 2.516], [1.392, -3.848, 1.682], [0.263, -3.057, 3.822], [-0.204, -1.879, 1.589], [4.679, -0.512, 1.895], [2.072, -3.528, 1.050], [-3.285, -3.197, -6.694], [-1.648, -1.805, -3.024], [-1.142, -1.463, -1.852], [-1.806, -1.050, -0.731], [0.205, -1.427, -1.519], [-2.715, -1.799, -3.182], [-1.009, -2.123, -3.833]],
  "forces_ev_per_a": [[-0.021, 0.113, 0.342], [-0.001, 0.001, 0.000], [0.010, 0.004, 0.015], [0.013, 0.002, 0.044], [0.004, 0.015, -0.024], [-0.014, -0.020, 0.004], [-0.002, -0.010, 0.005], [0.001, 0.002, -0.001], [-0.008, 0.017, 0.008], [0.003, -0.009, -0.001], [0.014, 0.002, -0.022], [-0.005, -0.005, 0.009], [-0.017, -0.003, -0.004], [0.060, -0.027, 0.019], [0.020, -0.064, -0.176], [0.000, 0.008, 0.032], [-0.031, 0.012, 0.011], [0.022, 0.044, 0.081], [-0.009, -0.004, 0.005], [0.005, 0.012, -0.005], [-0.020, -0.082, -0.145], [0.001, 0.003, -0.003], [0.012, 0.000, -0.001], [-0.032, -0.018, -0.067], [0.025, -0.044, 0.070], [0.035, -0.027, 0.035], [-0.118, 0.013, -0.077], [0.043, 0.054, -0.168], [-0.003, 0.007, 0.008], [0.014, 0.006, 0.009]],
  "e_homo_ha": -0.073,
  "total_charge": -2,
  "homo_lumo_gap_ev": 5.5329,
  "de_lowest_kj_mol": 121.57,
  "e_tot_ev": -143629.8811,
  "lumo_ha": 0.1305
}

{
  "formula": "C8H5AlCl2FeNO3",
  "method": "ωB97M-V/def2-TZVPD",
  "species": ["Al", "Fe", "Cl", "Cl", "C", "C", "C", "O", "O", "O", "C", "C", "C", "N", "C", "C", "H", "H", "H", "H", "H"],
  "coordinates": [[0.054, 0.106, -3.075], [0.542, 1.325, 0.121], [-1.648, -0.800, -3.858], [-0.293, 2.036, -1.834], [2.354, 2.038, 0.091], [1.602, -1.187, -3.717], [0.698, 1.289, -4.711], [3.263, 2.501, -0.459], [2.066, -1.869, -4.546], [0.850, 1.766, -5.754], [-1.335, -1.323, 3.377], [-1.899, -0.085, 3.061], [-1.315, 0.702, 2.072], [-0.209, 0.252, 1.407], [0.329, -0.978, 1.676], [-0.230, -1.788, 2.666], [-1.761, -1.929, 4.172], [-2.784, 0.295, 3.581], [-1.705, 1.683, 1.785], [1.198, -1.272, 1.080], [0.223, -2.761, 2.865]],
  "forces_ev_per_a": [[-1.635, -0.014, -2.244], [-2.020, 0.086, 0.688], [1.077, 0.432, 0.922], [0.201, -0.803, 0.026], [7.172, 3.349, -3.290], [2.700, -4.432, -5.071], [0.656, 2.622, -5.880], [-4.395, -2.293, 3.214], [-2.539, 4.057, 5.236], [-0.689, -2.345, 5.430], [-0.263, -0.209, 0.362], [-0.236, 1.285, -0.151], [-0.510, -0.289, 0.400], [-0.210, -0.460, 0.567], [-0.358, -0.654, 0.377], [1.165, -0.056, -1.041], [-0.081, -0.045, -0.016], [0.252, -0.140, -0.115], [-0.146, -0.229, 0.118], [-0.048, -0.067, 0.405], [-0.093, 0.205, 0.061]],
  "e_homo_ha": [-0.923, -0.911],
  "total_charge": 4,
  "homo_lumo_gap_ev": [8.1383, 4.6631],
  "spin_multiplicity": 6,
  "e_tot_ev": -81987.9124,
  "lumo_ha": [-0.6237, -0.7393]
}

{
  "formula": "C8H5BrCl2",
  "method": "ωB97M-V/def2-TZVPD",
  "species": ["C", "C", "C", "C", "C", "C", "C", "C", "Cl", "Cl", "Br", "H", "H", "H", "H", "H"],
  "coordinates": [[2.042, -0.855, 0.049], [2.109, 0.310, 0.798], [0.869, -1.263, -0.585], [1.014, 1.169, 0.940], [-0.227, -0.443, -0.418], [-0.107, 0.730, 0.314], [-1.679, -0.425, -0.786], [-1.987, 0.936, -0.093], [-2.329, 2.238, -1.198], [-3.000, 0.952, 1.307], [-2.674, -1.945, -0.066], [2.926, -1.468, -0.041], [3.037, 0.570, 1.287], [0.833, -2.175, -1.165], [1.074, 2.082, 1.513], [-1.901, -0.413, -1.856]],
  "forces_ev_per_a": [[0.007, -0.193, -0.136], [0.048, 0.306, 0.111], [-0.001, -0.044, -0.025], [0.373, 0.001, 0.126], [-0.028, 0.346, 0.282], [-4.313, 0.058, -1.166], [-0.122, -0.447, -0.304], [4.051, -0.150, 1.093], [-0.097, 0.018, -0.090], [-0.146, 0.119, 0.041], [0.110, 0.009, -0.229], [0.069, -0.040, 0.008], [0.092, -0.007, 0.004], [-0.005, -0.063, 0.030], [-0.016, 0.043, 0.031], [-0.024, 0.044, 0.225]],
  "e_homo_ha": -0.355,
  "total_charge": 0,
  "homo_lumo_gap_ev": 10.0582,
  "de_lowest_kj_mol": 0.00,
  "e_tot_ev": -103462.4932,
  "lumo_ha": 0.0149
}

> What is the formula in the fourth record?

C8H4Cl6O9P2Ti

Copy entry 2 word for word.
{
  "formula": "C8H4BrCl2NO3ScV",
  "method": "ωB97M-V/def2-TZVPD",
  "species": ["Sc", "V", "Cl", "Cl", "C", "C", "C", "O", "O", "O", "Br", "C", "C", "C", "C", "N", "C", "H", "H", "H", "H"],
  "coordinates": [[-2.244, -1.320, -2.495], [-0.106, -0.403, -0.699], [-0.721, -2.538, -0.945], [-2.017, 0.780, -1.330], [1.235, -0.214, -1.910], [-4.159, -1.851, -1.723], [-3.612, -1.416, -4.254], [2.142, -0.095, -2.653], [-5.244, -2.129, -1.383], [-4.504, -1.543, -4.985], [3.199, 3.685, 1.525], [2.296, 2.019, 1.731], [2.343, 1.344, 2.952], [1.669, 0.129, 3.092], [0.936, -0.366, 2.016], [0.903, 0.306, 0.826], [1.549, 1.509, 0.665], [2.881, 1.791, 3.775], [1.699, -0.440, 4.021], [0.327, -1.271, 2.069], [1.427, 2.022, -0.293]],
  "forces_ev_per_a": [[1.729, 0.283, -0.177], [-1.591, 1.368, 6.266], [-0.547, -0.222, -0.800], [0.093, -0.813, -0.586], [9.327, 1.114, -8.010], [-8.946, -2.405, 3.304], [-5.833, -0.823, -5.417], [-5.350, -0.671, 4.389], [6.656, 1.702, -2.035], [4.907, 0.748, 3.803], [-0.579, -1.067, 0.113], [0.183, 1.533, -1.308], [-0.302, -0.503, 0.001], [-0.353, -0.403, -0.378], [0.108, 0.036, 0.381], [-0.408, 0.287, -0.738], [0.283, -0.380, 0.673], [0.154, -0.066, 0.186], [-0.063, 0.162, -0.144], [0.318, 0.066, 0.185], [0.215, 0.053, 0.293]],
  "e_homo_ha": [-0.783, -0.789],
  "total_charge": 4,
  "homo_lumo_gap_ev": [2.7151, 3.1208],
  "spin_multiplicity": 3,
  "de_lowest_kj_mol": 161.83,
  "e_tot_ev": -157419.7861,
  "lumo_ha": [-0.6831, -0.6746]
}